Entry 1:
Computed, not measured: a structure of composition C40H27IN4O7P2PdSe2, with wB97M-V/def2-TZVPD.

The value obtained for the HOMO-LUMO gap (alpha / beta) is 7.05 / 4.98 eV. The LUMO energy (alpha / beta) comes out at -0.6 / -3.6 eV. The relative energy (zero: lowest compared OMol25 entry of this formula, charge and spin) comes out at 0.0 kcal per mole. The HOMO energy (alpha / beta) is -7.700 / -8.554 eV. As for the multiplicity: 5. As for the charge: 0.

Last column: Löwdin spin population.
CARTESIAN COORDINATES (ANGSTROEM)
Pd 1.018 -2.191 -1.295  1.483
O 4.746 -5.907 1.770  0.000
C 3.902 -5.062 1.128  -0.001
C 2.843 -4.440 1.791  0.004
C 2.034 -3.596 1.061  0.011
N 2.283 -3.398 -0.225  0.113
C 3.271 -3.986 -0.887  0.009
C 4.127 -4.843 -0.229  0.004
C 3.333 -3.657 -2.386  0.008
O 4.297 -4.065 -3.012  0.017
O 2.329 -2.994 -2.846  0.097
C 0.799 -2.878 1.619  0.007
O 0.568 -2.997 2.816  0.008
O 0.092 -2.245 0.755  0.080
H 4.479 -5.981 2.692  0.000
H 2.632 -4.599 2.841  0.001
H 4.935 -5.320 -0.762  0.001
Se -2.231 2.843 1.013  0.711
P -0.332 2.056 1.820  0.049
C 0.469 3.530 2.434  0.029
C 1.561 4.059 1.752  0.006
C 2.147 5.228 2.213  0.002
C 1.643 5.858 3.342  0.008
C 0.554 5.327 4.023  0.000
C -0.037 4.159 3.573  0.018
C -0.649 0.906 3.142  0.000
C 0.316 0.719 4.131  0.000
C 0.147 -0.295 5.055  0.000
C -0.962 -1.125 4.984  0.001
C -1.924 -0.934 4.005  0.000
C -1.771 0.084 3.080  0.002
C 0.673 1.240 0.622  0.015
C 0.685 0.825 -0.707  0.012
N 1.647 -0.113 -0.788  0.061
N 2.229 -0.233 0.406  0.012
N 1.663 0.561 1.264  0.004
P -0.054 1.405 -2.229  0.044
Se 0.398 0.184 -3.959  0.573
C 0.617 3.062 -2.492  0.016
C 1.575 3.289 -3.474  0.026
C 2.139 4.550 -3.612  0.001
C 1.754 5.581 -2.770  0.001
C 0.801 5.358 -1.784  0.000
C 0.235 4.102 -1.643  0.000
C -1.823 1.564 -1.946  0.039
C -2.576 2.466 -2.690  -0.005
C -3.950 2.524 -2.517  0.020
C -4.578 1.673 -1.616  -0.005
C -3.832 0.765 -0.879  0.050
C -2.451 0.707 -1.034  0.060
H 1.955 3.553 0.879  0.000
H 3.002 5.640 1.694  0.000
H 2.107 6.768 3.702  0.000
H 0.171 5.818 4.907  0.000
H -0.875 3.729 4.108  0.001
H 1.204 1.336 4.156  0.000
H 0.902 -0.462 5.811  0.000
H -1.064 -1.943 5.683  0.000
H -2.780 -1.592 3.945  0.000
H -2.518 0.228 2.309  0.002
H 1.887 2.485 -4.127  0.025
H 2.883 4.721 -4.379  0.000
H 2.196 6.563 -2.882  0.000
H 0.497 6.161 -1.125  0.000
H -0.514 3.936 -0.880  -0.001
H -2.093 3.122 -3.403  0.000
H -4.532 3.228 -3.096  0.001
H -5.652 1.715 -1.493  -0.001
H -4.319 0.092 -0.184  0.001
H -1.869 -0.020 -0.480  0.000
I -4.109 -7.341 -0.821  0.000
C -3.159 -5.669 -1.626  0.000
C -2.974 -5.583 -3.000  0.002
C -2.334 -4.475 -3.529  0.002
C -1.890 -3.454 -2.696  0.018
C -2.091 -3.548 -1.324  0.005
C -2.720 -4.662 -0.782  0.001
C -1.186 -2.276 -3.320  0.015
O -1.073 -2.183 -4.526  0.051
O -0.746 -1.379 -2.459  0.283
H -3.318 -6.376 -3.649  0.000
H -2.162 -4.391 -4.594  0.000
H -1.747 -2.769 -0.655  0.000
H -2.854 -4.737 0.288  0.000

***

Entry 2:
Computed, not measured: a structure of composition C40H30AsIMnN3O2P, with wB97M-V/def2-TZVPD.

The value obtained for the HOMO-LUMO gap (alpha / beta) is 4.92 / 6.78 eV. The LUMO energy (alpha / beta) comes out at -8.9 / -7.0 eV. The HOMO energy (alpha / beta) is -13.823 / -13.822 eV. As for the multiplicity: 4. As for the charge: +2.

Last column: Löwdin spin population.
CARTESIAN COORDINATES (ANGSTROEM)
Mn 0.640 1.566 0.467  3.456
O 1.359 2.892 1.197  0.023
N 2.243 3.843 1.273  -0.025
C 1.913 5.008 1.738  0.027
C 0.581 5.248 2.178  0.003
N -0.525 5.271 2.474  0.013
C 2.835 6.080 1.761  0.003
N 3.518 6.998 1.757  0.016
C 6.414 -0.383 2.339  -0.016
C 5.349 -0.691 3.174  -0.002
C 4.052 -0.661 2.688  -0.013
C 3.828 -0.310 1.358  -0.036
C 4.895 0.017 0.525  -0.014
C 6.188 -0.037 1.015  -0.001
As 2.025 -0.340 0.599  -0.093
C 2.279 -1.644 -0.827  -0.008
C 2.902 -1.464 -2.048  -0.003
C 3.099 -2.561 -2.881  0.001
C 2.682 -3.826 -2.488  -0.004
C 2.038 -4.010 -1.279  -0.001
C 1.818 -2.923 -0.434  -0.005
C 1.155 -2.984 0.863  -0.004
C 0.536 -4.106 1.415  -0.001
C -0.057 -4.025 2.662  -0.004
C -0.037 -2.837 3.379  0.000
C 0.554 -1.701 2.834  -0.004
C 1.153 -1.771 1.588  -0.009
H 7.421 -0.408 2.727  -0.001
H 5.527 -0.952 4.207  0.000
H 3.220 -0.923 3.336  -0.001
H 4.710 0.307 -0.502  -0.001
H 7.012 0.195 0.359  0.000
H 3.241 -0.481 -2.361  0.000
H 3.597 -2.426 -3.829  0.000
H 2.864 -4.677 -3.125  0.000
H 1.722 -4.997 -0.979  0.000
H 0.511 -5.035 0.867  0.000
H -0.534 -4.895 3.085  0.000
H -0.487 -2.795 4.358  0.000
H 0.543 -0.767 3.389  0.000
O -0.841 0.434 0.164  0.058
P -2.253 0.502 -0.447  0.009
C -2.058 0.800 -2.216  0.002
C -2.886 1.672 -2.911  0.000
C -2.748 1.786 -4.285  0.000
C -1.796 1.029 -4.952  0.000
C -0.981 0.147 -4.256  0.000
C -1.111 0.025 -2.884  0.000
C -3.093 -1.068 -0.256  -0.001
C -2.537 -2.086 0.504  0.000
C -3.207 -3.292 0.608  0.000
C -4.412 -3.474 -0.054  0.000
C -4.960 -2.453 -0.818  0.000
C -4.303 -1.242 -0.922  0.000
C -3.122 1.854 0.370  0.002
C -2.517 3.110 0.335  0.002
C -3.135 4.188 0.940  0.001
C -4.345 4.004 1.596  0.000
C -4.937 2.751 1.646  0.000
C -4.328 1.667 1.033  0.001
H -3.627 2.255 -2.381  0.000
H -3.391 2.458 -4.832  0.000
H -1.689 1.127 -6.022  0.000
H -0.252 -0.450 -4.785  0.000
H -0.490 -0.666 -2.322  0.000
H -1.589 -1.925 1.000  0.000
H -2.793 -4.087 1.209  0.000
H -4.933 -4.415 0.031  0.000
H -5.896 -2.602 -1.333  0.000
H -4.711 -0.435 -1.517  0.000
H -1.564 3.232 -0.189  0.002
H -2.680 5.166 0.904  0.000
H -4.822 4.845 2.074  0.000
H -5.875 2.618 2.162  0.000
H -4.779 0.686 1.074  0.000
I 3.193 2.693 -1.776  -0.078
C 1.162 2.087 -1.453  -0.278
H 0.976 1.299 -2.191  -0.007
H 0.546 2.965 -1.704  -0.009

***

Entry 3:
Computed, not measured: a structure of composition C40H30F5IN7O2STi, with wB97M-V/def2-TZVPD.

The value obtained for the HOMO-LUMO gap (alpha / beta) is 5.43 / 5.43 eV. The LUMO energy (alpha / beta) comes out at 1.3 / 1.3 eV. The relative energy (zero: lowest compared OMol25 entry of this formula, charge and spin) comes out at 0.0 kcal per mole. The HOMO energy (alpha / beta) is -4.159 / -4.159 eV. As for the charge: -1.

Last column: Löwdin charge in e.
CARTESIAN COORDINATES (ANGSTROEM)
Ti -0.541 0.438 0.435  0.861
C 5.034 -4.345 1.335  -0.057
C 3.944 -3.316 1.453  -0.284
C 3.704 -2.617 2.627  -0.051
C 2.721 -1.652 2.701  -0.016
C 1.925 -1.281 1.596  -0.185
N 1.015 -0.240 1.642  -0.049
C 0.991 0.434 2.889  -0.276
C 2.089 1.147 3.375  -0.060
C 2.074 1.753 4.616  -0.046
C 0.943 1.715 5.424  -0.270
C 0.889 2.463 6.728  -0.053
C -0.152 1.001 4.969  0.014
C -0.110 0.341 3.748  -0.161
N -1.202 -0.484 3.389  -0.078
C -2.020 -1.191 4.198  -0.043
C -2.864 -1.920 3.394  -0.039
C -2.478 -1.594 2.087  -0.115
N -1.476 -0.731 2.108  -0.066
C 2.117 -2.069 0.445  -0.113
C 3.104 -3.045 0.388  0.011
N 1.242 -1.962 -0.665  -0.043
C 1.427 -2.544 -1.862  -0.078
C 0.214 -2.568 -2.511  -0.025
C -0.660 -1.925 -1.644  -0.106
N -0.044 -1.542 -0.517  0.029
H 5.581 -4.442 2.274  0.068
H 5.750 -4.070 0.558  0.081
H 4.634 -5.329 1.080  0.075
H 4.293 -2.832 3.512  0.107
H 2.576 -1.158 3.649  0.102
H 2.968 1.204 2.746  0.140
H 2.950 2.300 4.948  0.116
H 1.891 2.682 7.095  0.072
H 0.364 1.892 7.496  0.075
H 0.364 3.413 6.610  0.083
H -1.062 0.970 5.556  0.120
H -1.915 -1.144 5.267  0.122
H -3.641 -2.595 3.706  0.094
H -2.872 -1.923 1.140  0.109
H 3.218 -3.626 -0.517  0.111
H 2.404 -2.868 -2.171  0.101
H 0.008 -2.943 -3.497  0.108
H -1.698 -1.698 -1.788  0.096
C -4.514 -0.936 -1.404  -0.022
C -3.778 0.061 -2.249  -0.260
N -4.294 0.409 -3.410  0.118
C -3.664 1.328 -4.152  -0.095
C -2.504 1.961 -3.773  -0.151
C -1.910 3.031 -4.646  -0.215
O -2.217 4.350 -4.191  -0.049
C -1.919 1.591 -2.543  -0.061
C -0.710 2.214 -2.076  -0.028
N -0.102 1.876 -0.999  -0.034
C 0.946 2.590 -0.413  -0.324
C 1.847 3.356 -1.130  -0.017
C 2.657 4.176 -0.357  -0.087
C 2.478 4.192 1.022  -0.089
C 1.555 3.370 1.670  -0.119
C 0.744 2.479 0.965  -0.157
I -2.333 2.337 1.726  0.290
C -2.562 0.610 -1.768  -0.283
O -2.084 0.170 -0.632  -0.304
H -5.542 -1.009 -1.751  0.077
H -4.494 -0.638 -0.355  0.075
H -4.058 -1.929 -1.473  0.077
H -4.127 1.578 -5.101  0.112
H -2.335 2.955 -5.646  0.121
H -0.829 2.895 -4.745  0.108
H -2.151 4.373 -3.231  0.081
H -0.318 3.062 -2.636  0.136
H 1.948 3.279 -2.204  0.115
H 3.422 4.792 -0.812  0.098
H 3.092 4.860 1.618  0.095
H 1.471 3.459 2.745  0.087
F 1.222 0.250 -7.481  0.087
C 1.883 0.103 -6.318  -0.162
C 1.221 0.202 -5.108  -0.155
F -0.103 0.442 -5.095  0.094
C 1.914 0.055 -3.923  -0.253
F 1.194 0.158 -2.785  0.038
C 3.291 -0.218 -3.846  -0.655
S 4.113 -0.456 -2.354  0.498
C 3.915 -0.303 -5.103  -0.260
F 5.229 -0.558 -5.179  0.056
C 3.243 -0.149 -6.300  -0.159
F 3.903 -0.250 -7.468  0.092

***

Entry 4:
Computed, not measured: a structure of composition C40H31Cl3N2O7OsPS3, with wB97M-V/def2-TZVPD.

The value obtained for the HOMO-LUMO gap (alpha / beta) is 7.15 / 7.15 eV. The LUMO energy (alpha / beta) comes out at -3.2 / -3.2 eV. The relative energy (zero: lowest compared OMol25 entry of this formula, charge and spin) comes out at 20.2 kcal per mole. The HOMO energy (alpha / beta) is -10.358 / -10.358 eV. As for the charge: +1.

Last column: Löwdin charge in e.
CARTESIAN COORDINATES (ANGSTROEM)
Os -0.982 1.337 0.781  1.286
O 1.076 3.477 1.246  -0.348
S -0.129 3.999 2.029  0.650
O 0.231 4.646 3.239  -0.206
O -1.081 2.902 2.201  -0.385
C -0.885 5.195 0.954  -0.212
C -0.843 6.500 1.419  -0.027
C -1.373 7.535 0.658  -0.028
C -1.927 7.267 -0.577  -0.024
C -1.979 5.961 -1.049  -0.027
C -1.471 4.918 -0.292  -0.211
S -1.715 3.302 -0.998  0.541
O -2.082 3.488 -2.358  -0.233
O -0.416 2.557 -0.816  -0.446
O -2.638 2.525 -0.147  -0.368
H -0.393 6.696 2.381  0.121
H -1.338 8.546 1.039  0.122
H -2.329 8.067 -1.183  0.122
H -2.422 5.742 -2.009  0.120
C 5.696 3.410 3.135  -0.065
C 5.708 2.961 1.828  -0.061
C 4.524 2.547 1.220  -0.052
C 3.326 2.583 1.928  -0.274
C 3.326 3.038 3.246  -0.092
C 4.501 3.446 3.845  -0.059
P 1.761 1.962 1.232  0.987
C 2.167 1.468 -0.440  -0.319
C 2.277 0.102 -0.684  -0.072
C 2.619 -0.341 -1.952  -0.061
C 2.849 0.575 -2.968  -0.055
C 2.752 1.939 -2.714  -0.051
C 2.413 2.390 -1.450  -0.081
C 1.425 0.598 2.296  -0.337
C 2.209 0.021 3.302  -0.046
C 1.633 -0.959 4.081  -0.060
C 0.291 -1.306 3.884  -0.055
C -0.485 -0.725 2.897  -0.103
C 0.087 0.248 2.049  -0.354
H 6.614 3.735 3.605  0.111
H 6.636 2.929 1.273  0.111
H 4.552 2.189 0.204  0.100
H 2.391 3.092 3.804  0.114
H 4.488 3.803 4.867  0.113
H 2.099 -0.609 0.113  0.109
H 2.715 -1.403 -2.143  0.111
H 3.113 0.228 -3.958  0.112
H 2.938 2.653 -3.504  0.114
H 2.332 3.457 -1.251  0.126
H 3.230 0.343 3.459  0.115
H 2.201 -1.451 4.858  0.111
H -0.147 -2.057 4.527  0.109
H -1.519 -1.036 2.785  0.099
Cl -2.662 -4.780 4.692  0.697
C -2.380 -4.652 2.990  -0.669
C -3.289 -3.980 2.192  -0.095
C -3.050 -3.908 0.830  -0.020
C -1.928 -4.484 0.239  -0.185
C -1.774 -4.387 -1.262  -0.294
C -0.545 -3.580 -1.721  -0.043
N -0.779 -2.147 -1.578  -0.037
C -1.083 -1.259 -2.584  -0.011
C -1.222 -0.042 -1.998  -0.076
N -0.987 -0.180 -0.644  -0.091
C -0.729 -1.460 -0.430  -0.128
O -1.719 -5.673 -1.838  -0.108
C -2.671 -5.889 -2.876  -0.142
C -2.568 -4.900 -4.002  -0.337
C -1.557 -4.876 -4.917  -0.991
Cl -0.214 -5.937 -4.971  0.697
S -1.723 -3.615 -6.067  1.010
C -3.180 -3.090 -5.334  -0.409
C -3.506 -3.855 -4.258  -0.147
C -1.033 -5.148 1.077  -0.568
Cl 0.393 -5.917 0.454  0.766
C -1.249 -5.235 2.443  -0.122
H -4.173 -3.537 2.629  0.112
H -3.764 -3.393 0.198  0.124
H -2.653 -3.844 -1.628  0.139
H -0.374 -3.796 -2.774  0.120
H 0.353 -3.854 -1.171  0.102
H -1.189 -1.577 -3.607  0.116
H -1.457 0.902 -2.456  0.100
H -0.492 -1.907 0.521  0.135
H -3.686 -5.865 -2.465  0.137
H -2.469 -6.899 -3.230  0.132
H -3.725 -2.258 -5.748  0.073
H -4.400 -3.703 -3.670  0.118
H -0.546 -5.764 3.071  0.109

***

Entry 5:
Computed, not measured: a structure of composition C40H31CuN2O4S2, with wB97M-V/def2-TZVPD.

The value obtained for the HOMO-LUMO gap (alpha / beta) is 8.26 / 6.93 eV. The LUMO energy (alpha / beta) comes out at -2.9 / -4.3 eV. The relative energy (zero: lowest compared OMol25 entry of this formula, charge and spin) comes out at 0.0 kcal per mole. The HOMO energy (alpha / beta) is -11.187 / -11.232 eV. As for the multiplicity: 2. As for the charge: +1.

Last column: Löwdin spin population.
CARTESIAN COORDINATES (ANGSTROEM)
Cu 0.967 -0.607 -2.088  0.590
C 4.621 2.554 3.449  0.000
C 3.623 2.251 2.369  0.000
C 3.813 1.185 1.495  0.000
C 2.882 0.905 0.507  -0.001
C 1.747 1.692 0.412  0.010
C 1.543 2.779 1.254  0.002
C 2.485 3.048 2.226  0.001
S 0.579 1.365 -0.863  0.046
O 0.412 2.540 -1.722  0.027
C -0.979 1.092 -0.013  0.004
C -2.076 1.736 -0.626  0.001
C -3.332 1.512 -0.149  -0.001
C -3.548 0.644 0.948  0.001
C -4.852 0.404 1.446  0.000
C -5.049 -0.419 2.516  0.001
C -3.947 -1.045 3.139  0.000
C -2.680 -0.844 2.674  0.001
C -2.443 0.008 1.565  0.000
C -1.128 0.237 1.054  0.004
C 0.028 -0.430 1.722  0.005
C 0.466 0.060 2.990  0.000
C -0.159 1.166 3.623  0.001
C 0.289 1.622 4.828  -0.001
C 1.391 1.007 5.464  0.002
C 2.014 -0.055 4.878  -0.001
C 1.565 -0.559 3.632  0.002
C 2.194 -1.672 3.024  -0.001
C 1.767 -2.144 1.820  0.002
C 0.679 -1.512 1.179  0.005
S 0.345 -2.148 -0.465  0.046
O 1.058 -3.419 -0.593  0.027
C -1.401 -2.377 -0.507  0.008
C -2.004 -3.182 0.449  0.002
C -3.374 -3.358 0.401  0.001
C -4.146 -2.745 -0.585  0.000
C -5.633 -2.942 -0.630  0.000
C -3.509 -1.964 -1.549  0.000
C -2.138 -1.783 -1.521  -0.001
H 5.470 1.874 3.411  0.000
H 4.155 2.467 4.432  0.000
H 4.997 3.574 3.354  0.000
H 4.698 0.568 1.585  0.000
H 3.043 0.076 -0.174  -0.001
H 0.660 3.398 1.146  0.000
H 2.335 3.886 2.895  0.000
H -1.894 2.406 -1.455  0.000
H -4.183 2.004 -0.604  0.000
H -5.689 0.896 0.966  0.000
H -6.047 -0.589 2.895  0.000
H -4.112 -1.694 3.989  0.000
H -1.847 -1.338 3.155  0.000
H -0.998 1.651 3.142  0.000
H -0.200 2.463 5.302  0.000
H 1.734 1.380 6.420  0.000
H 2.855 -0.538 5.361  0.000
H 3.024 -2.148 3.531  0.000
H 2.233 -2.996 1.344  0.000
H -1.409 -3.657 1.220  0.000
H -3.858 -3.974 1.149  0.000
H -6.018 -3.273 0.334  0.000
H -5.894 -3.699 -1.372  0.000
H -6.143 -2.019 -0.908  0.000
H -4.094 -1.492 -2.329  0.000
H -1.657 -1.179 -2.284  -0.001
O 1.193 -1.993 -3.370  0.115
N 1.611 -1.581 -4.522  0.015
N 1.782 -0.339 -4.583  0.004
O 1.537 0.448 -3.546  0.082
C 2.257 0.283 -5.795  0.002
C 2.374 -0.472 -6.954  0.000
C 2.842 0.151 -8.097  0.000
C 3.180 1.499 -8.076  -0.001
C 3.049 2.231 -6.906  0.000
C 2.582 1.627 -5.748  0.000
H 2.106 -1.518 -6.957  0.000
H 2.940 -0.420 -9.010  0.000
H 3.544 1.977 -8.975  0.000
H 3.308 3.281 -6.890  0.000
H 2.466 2.181 -4.829  0.000

***

Number 1: maximum force 0.63 eV/Å, calculated total energy -223060.1018 eV. Number 2: maximum force 3.50 eV/Å, calculated total energy -160062.9247 eV. Number 3: maximum force 3.22 eV/Å, calculated total energy -112134.1824 eV. Number 4: maximum force 2.60 eV/Å, calculated total energy -141117.9858 eV. Number 5: maximum force 0.15 eV/Å, calculated total energy -119454.8132 eV.